Record 1
{
  "formula": "C5H15N2",
  "method": "ωB97M-V/def2-TZVPD",
  "species": ["C", "C", "C", "C", "C", "N", "N", "H", "H", "H", "H", "H", "H", "H", "H", "H", "H", "H", "H", "H", "H", "H"],
  "coordinates": [[2.2993, 0.2762, -0.0876], [1.2329, -0.7344, -0.4800], [-0.0962, -0.0481, -0.7970], [-0.8150, 0.6656, 0.3581], [-1.7298, -0.1602, 1.2428], [-2.6497, -1.0473, 0.4964], [2.5384, 1.2382, -1.1817], [3.2424, -0.2720, 0.0442], [2.1130, 0.6974, 0.9125], [1.1223, -1.4114, 0.3777], [1.4984, -1.2324, -1.4040], [0.0538, 0.7105, -1.5733], [-0.7660, -0.7636, -1.2695], [-1.3507, 1.5191, -0.0649], [-0.0689, 1.1377, 1.0087], [-2.3871, 0.4749, 1.8219], [-1.1270, -0.8027, 1.8850], [-3.3358, -1.5685, 1.1083], [-2.0991, -1.8054, 0.0268], [-3.1174, -0.5660, -0.3137], [3.4730, 1.6223, -1.0659], [1.9693, 2.0699, -1.0446]],
  "forces_ev_per_angstrom": [[0.91, -0.54, -0.35], [-0.66, 0.90, 0.56], [-0.29, 0.31, 0.02], [0.26, 0.44, -0.31], [0.34, 0.21, 0.21], [0.49, -0.78, -1.06], [0.15, 0.61, 0.74], [-0.15, 0.01, -0.05], [-0.23, 0.24, -0.30], [-0.06, -0.30, -0.43], [0.46, -0.44, 0.11], [0.26, -0.17, 0.02], [-0.11, -0.14, -0.03], [-0.30, -0.16, 0.04], [-0.05, -0.15, 0.07], [0.16, 0.18, 0.40], [-0.26, 0.03, 0.17], [-0.19, 0.28, -0.05], [-0.11, -0.13, 0.12], [-0.37, 0.03, 0.45], [0.06, -0.24, -0.16], [-0.30, -0.19, -0.16]],
  "lowdin_charge": [-0.3042, -0.2127, -0.2481, -0.2152, -0.2774, 0.0013, -0.0028, 0.1085, 0.1011, 0.1074, 0.1084, 0.1030, 0.0630, 0.1039, 0.1062, 0.0922, 0.1004, 0.0397, 0.0421, 0.0592, 0.0625, 0.0615],
  "homo_ev": [-3.64, -9.90],
  "multiplicity": 2,
  "de_lowest_ev": 1.478,
  "energy_ha": -308.8869
}

=====

Record 2
{
  "formula": "C3H10OS",
  "method": "ωB97M-V/def2-TZVPD",
  "species": ["C", "S", "C", "H", "H", "H", "H", "H", "H", "C", "O", "H", "H", "H", "H"],
  "coordinates": [[2.5417, 0.8351, -0.5862], [0.9925, 1.6916, -0.2189], [-0.2633, 1.6232, -1.5454], [3.2938, 1.5750, -0.3844], [2.7244, 0.5235, -1.5897], [2.7596, -0.0177, 0.1545], [-0.8413, 0.7379, -1.2566], [0.1126, 1.5249, -2.5507], [-0.8355, 2.5397, -1.4315], [-2.0742, -1.8544, 1.3559], [-1.3038, -1.5628, 2.5139], [-1.7816, -1.0891, 0.6201], [-3.1682, -1.9228, 1.5901], [-1.7503, -2.8245, 0.8921], [-0.4064, -1.7796, 2.4367]],
  "forces_ev_per_angstrom": [[0.39, -0.94, 1.50], [-0.03, 0.67, 0.42], [0.31, -1.17, 0.89], [0.45, 0.36, 0.11], [-0.32, -0.39, -0.76], [-0.67, 1.06, -1.26], [-0.35, 0.40, -0.64], [0.26, 0.06, -0.24], [-0.04, -0.07, -0.03], [1.11, -0.67, -0.70], [-2.62, 0.36, 1.03], [-0.92, -0.07, -0.10], [1.17, 0.41, -0.11], [-0.46, 0.54, 0.47], [1.73, -0.56, -0.61]],
  "lowdin_charge": [-0.4474, 0.7230, -0.4086, -0.0001, 0.0203, 0.0547, 0.0041, 0.0295, 0.0234, -0.1575, -0.1185, 0.0610, 0.0928, 0.0820, 0.0413],
  "smiles": "CSC.CO",
  "homo_ev": -8.38,
  "de_lowest_ev": 1.351,
  "energy_ha": -593.6675
}

=====

Record 3
{
  "formula": "C5H6O",
  "method": "ωB97M-V/def2-TZVPD",
  "species": ["C", "C", "C", "O", "C", "C", "H", "H", "H", "H", "H", "H"],
  "coordinates": [[1.1046, -0.6434, 0.0185], [-0.1191, -0.5345, 0.9236], [-0.3367, 0.8890, 0.6200], [-1.8537, 0.8478, -0.2720], [-1.0128, -0.1017, -0.7214], [0.3644, 0.5111, -0.6903], [1.2154, -1.5636, -0.5702], [2.0674, -0.3727, 0.4645], [-0.4156, -1.1046, 1.8070], [-0.4001, 1.7925, 1.2166], [-1.3456, -0.9349, -1.3549], [0.7317, 1.2153, -1.4414]],
  "forces_ev_per_angstrom": [[0.14, 0.14, -0.09], [-1.06, -0.29, -1.10], [-1.06, 0.66, -0.65], [1.21, 0.23, 1.00], [0.59, -1.33, 0.82], [0.14, 0.18, -0.03], [-0.06, 0.18, 0.13], [-0.10, -0.02, -0.04], [0.06, 0.19, -0.29], [0.15, 0.04, 0.02], [0.08, 0.18, 0.04], [-0.10, -0.15, 0.18]],
  "lowdin_charge": [-0.1226, -0.0755, -0.0657, -0.0599, -0.2413, -0.1770, 0.1051, 0.1017, 0.1129, 0.1368, 0.1442, 0.1414],
  "homo_ev": -8.35,
  "de_lowest_ev": 4.936,
  "energy_ha": -269.1648
}